Density functional theory data (ωB97M-V with the def2-TZVPD basis set) for a structure of composition C47H40F6N6O4OsP2S3.

```
109
Properties=species:S:1:pos:R:3:forces:R:3:lowdin_charge:R:1
Os -0.312 -0.006 0.518 2.1 -3.1 -0.1 0.915
N 3.899 -1.097 -0.421 0.3 -0.5 0.0 0.150
C 2.655 -0.647 -0.262 -0.8 0.7 -0.8 -0.684
S 1.559 -1.564 0.769 -2.0 3.2 1.0 1.046
N 2.237 0.391 -0.912 2.1 -0.5 -0.7 0.054
N 1.014 0.833 -0.779 -2.0 0.5 0.3 -0.125
C 0.723 2.041 -1.206 1.2 -0.1 -0.3 -0.114
C 1.745 2.900 -1.808 0.1 0.3 -0.2 -0.168
C 1.547 3.498 -3.055 0.0 -0.2 0.1 -0.038
C 2.539 4.290 -3.600 0.0 0.1 -0.1 -0.057
C 3.720 4.518 -2.908 0.0 -0.2 0.1 -0.044
C 3.921 3.926 -1.669 -0.1 0.1 -0.1 -0.037
C 2.943 3.119 -1.121 -0.1 0.0 0.1 -0.012
C -0.628 2.472 -0.940 -0.7 0.6 -0.1 -0.159
C -1.136 3.713 -1.342 0.3 -0.4 0.0 0.054
C -2.432 4.058 -1.023 -0.2 -0.3 0.2 0.006
C -3.207 3.159 -0.299 0.4 0.0 -0.2 0.002
C -2.640 1.959 0.088 -0.5 0.2 0.1 -0.143
N -1.388 1.619 -0.213 0.2 -0.1 0.7 -0.063
H 4.258 -1.785 0.224 0.0 0.2 -0.1 0.107
H 4.570 -0.489 -0.873 -0.1 0.0 0.0 0.126
H 0.650 3.292 -3.620 -0.1 0.0 -0.1 0.119
H 2.397 4.725 -4.577 0.0 0.1 -0.1 0.113
H 4.490 5.142 -3.338 0.0 0.1 -0.1 0.116
H 4.834 4.098 -1.121 0.1 0.0 0.0 0.117
H 3.082 2.685 -0.138 0.0 0.1 -0.2 0.069
H -0.502 4.388 -1.892 0.1 0.1 0.0 0.123
H -2.841 5.010 -1.323 0.0 0.1 0.0 0.129
H -4.223 3.397 -0.029 -0.1 -0.1 0.1 0.126
H -3.203 1.243 0.674 0.1 0.1 0.0 0.103
C -3.167 -2.048 -0.059 0.0 -0.2 -0.6 -0.256
N -3.159 -2.382 1.339 0.8 0.6 0.0 -0.193
C -1.938 -2.652 2.005 0.3 0.3 0.4 -0.296
P -1.108 -1.010 2.555 -2.7 -0.3 -1.1 0.980
C 0.140 -1.580 3.736 1.5 0.4 0.3 -0.207
C 0.779 -0.683 4.772 0.6 -0.8 -0.4 -0.158
C 2.096 -1.185 5.279 -0.7 0.3 -0.1 0.091
C 2.538 -2.439 5.040 0.3 -0.6 0.0 0.006
C 1.800 -3.309 4.214 0.3 0.9 0.6 0.071
C 0.669 -2.851 3.558 -1.0 0.3 -0.2 -0.092
C -2.462 -0.198 3.467 0.4 -0.2 0.1 -0.351
C -2.734 1.141 3.200 0.2 -0.1 0.0 -0.127
C -3.771 1.784 3.849 0.0 0.0 -0.1 -0.047
C -4.540 1.097 4.774 0.1 -0.1 0.0 -0.043
C -4.253 -0.229 5.061 -0.1 -0.1 0.1 -0.051
C -3.224 -0.886 4.408 0.2 0.2 0.0 -0.080
C -4.396 -2.613 1.958 -0.9 -0.4 0.4 -0.257
C -4.620 -3.798 2.669 0.1 0.3 -0.4 -0.026
C -5.865 -4.068 3.202 -0.3 0.1 0.1 -0.066
C -6.906 -3.164 3.050 0.1 0.1 0.0 -0.069
C -6.680 -1.966 2.387 -0.1 -0.2 0.0 -0.066
C -5.444 -1.693 1.837 0.5 -0.2 0.1 -0.030
P -1.616 -1.376 -0.861 -0.8 0.0 0.1 0.938
C -0.790 -2.818 -1.624 0.2 0.2 0.2 -0.367
C -1.325 -4.097 -1.748 -0.1 0.1 0.1 -0.064
C -0.630 -5.071 -2.449 0.0 -0.1 -0.1 -0.050
C 0.596 -4.789 -3.031 0.0 0.0 0.1 -0.047
C 1.142 -3.521 -2.900 0.1 0.0 0.0 -0.053
C 0.455 -2.547 -2.199 0.0 0.0 0.2 -0.167
C -2.380 -0.536 -2.310 0.2 0.0 0.0 -0.317
C -1.750 -0.607 -3.552 0.0 -0.1 0.1 -0.071
C -2.286 0.036 -4.656 0.0 0.1 -0.1 -0.054
C -3.458 0.766 -4.544 0.1 -0.1 0.1 -0.053
C -4.089 0.849 -3.314 0.0 0.1 0.0 -0.059
C -3.553 0.218 -2.205 0.1 -0.1 0.0 -0.112
H -3.963 -1.320 -0.234 0.3 -0.1 -0.1 0.067
H -3.433 -2.933 -0.663 -0.1 0.2 0.0 0.102
H -1.236 -3.159 1.331 0.0 -0.1 0.2 0.080
H -2.125 -3.250 2.898 0.1 -0.1 -0.1 0.090
H 0.093 -0.632 5.645 0.1 -0.1 0.0 0.219
H 2.671 -0.493 5.877 0.1 0.0 0.1 0.149
H 3.472 -2.768 5.465 0.1 0.0 0.0 0.135
H 2.144 -4.317 4.045 0.1 -0.2 0.0 0.141
H 0.199 -3.521 2.857 -0.1 -0.1 -0.1 0.099
H -2.074 1.688 2.542 0.0 0.0 0.0 0.079
H -3.959 2.827 3.649 0.0 0.1 0.0 0.116
H -5.340 1.596 5.298 -0.1 0.1 0.0 0.118
H -4.831 -0.749 5.806 -0.1 -0.1 0.1 0.117
H -2.994 -1.913 4.654 -0.1 -0.2 0.0 0.111
H -3.843 -4.542 2.751 0.1 -0.1 0.0 0.111
H -6.035 -5.001 3.718 0.0 -0.1 0.1 0.112
H -7.883 -3.390 3.443 -0.1 0.0 0.1 0.110
H -7.476 -1.242 2.297 -0.1 0.1 0.0 0.112
H -5.281 -0.745 1.345 0.1 0.1 -0.1 0.106
H -2.275 -4.367 -1.306 0.0 0.1 0.0 0.101
H -1.060 -6.055 -2.554 0.0 -0.1 0.0 0.117
H 1.128 -5.556 -3.574 0.0 0.0 -0.1 0.118
H 2.092 -3.288 -3.355 0.1 0.0 0.0 0.117
H 0.878 -1.556 -2.101 0.0 0.1 -0.1 0.071
H -0.848 -1.189 -3.672 0.0 0.0 -0.1 0.092
H -1.784 -0.045 -5.608 0.0 0.0 -0.1 0.115
H -3.887 1.257 -5.404 0.0 0.0 -0.1 0.116
H -5.011 1.403 -3.222 -0.1 0.1 0.1 0.115
H -4.071 0.325 -1.266 -0.1 -0.1 0.0 0.081
F 1.572 1.463 5.346 0.1 -0.5 0.2 0.142
C 0.941 0.790 4.397 -0.3 1.7 -0.5 -0.467
F -0.269 1.383 4.268 0.3 -0.5 0.2 0.093
F 1.715 2.765 3.247 -0.6 -0.6 0.1 -0.247
S 1.738 1.167 2.630 0.3 1.6 -0.9 0.686
O 0.485 1.373 1.853 -0.9 0.5 -0.7 -0.497
O 2.000 -0.340 2.436 0.5 -3.0 0.8 -0.581
N 2.961 1.639 1.604 -0.1 0.2 1.0 -0.281
S 4.114 1.945 2.647 1.1 -1.1 -1.9 0.621
O 4.647 3.248 2.681 0.3 0.6 0.2 -0.211
O 3.685 1.234 3.831 0.7 -0.3 1.7 -0.317
C 5.496 0.871 1.911 -0.3 0.1 -0.1 -0.639
F 6.672 1.018 2.485 -0.1 0.3 0.2 0.176
F 5.634 1.131 0.600 -0.1 0.3 0.0 0.115
F 5.150 -0.422 1.997 -0.1 -0.2 0.4 0.103
```
Positions in Å, forces in eV/Å.

The calculation puts the energy relative to the best compared isomer or geometry (same formula, charge and spin) at 119.2 kJ/mol. As for the charge: +2. As for the HOMO-LUMO gap: 4.5 eV. The calculation puts the maximum force at 3.9 eV/Å.

***

Density functional theory data (ωB97M-V with the def2-TZVPD basis set) for a structure of composition C47H41AsN2O2P2RuS.

```
97
Properties=species:S:1:pos:R:3:forces:R:3:lowdin_charge:R:1
Ru 0.232 0.703 0.227 0.4 -0.4 0.3 1.003
O 2.215 0.464 0.373 0.0 0.3 0.0 -0.495
P 3.265 0.377 1.527 0.0 -0.1 0.0 0.837
C 2.544 -0.679 2.817 -0.1 0.0 0.0 -0.277
P 0.850 -0.259 3.325 0.1 0.1 -0.3 0.852
O 0.007 -0.038 2.023 -0.2 -0.1 0.1 -0.581
C 0.875 1.224 4.299 0.0 -0.1 0.0 -0.309
C -0.258 2.041 4.286 -0.1 0.0 0.0 -0.073
C -0.306 3.158 5.104 0.0 0.0 0.0 -0.042
C 0.762 3.451 5.944 0.0 0.0 0.0 -0.025
C 1.882 2.632 5.969 0.0 0.0 0.0 -0.035
C 1.944 1.518 5.147 0.0 0.0 0.0 -0.073
C 0.175 -1.654 4.170 0.0 0.1 0.1 -0.300
C 0.846 -2.121 5.304 0.0 -0.1 0.2 -0.062
C 0.311 -3.177 6.022 0.1 0.1 0.0 -0.031
C -0.887 -3.754 5.621 0.0 0.0 0.0 -0.021
C -1.555 -3.283 4.502 0.0 0.1 -0.1 -0.038
C -1.028 -2.229 3.769 -0.1 -0.1 0.0 -0.061
C 4.758 -0.372 0.959 0.0 -0.1 0.0 -0.315
C 5.296 -1.508 1.568 0.0 0.0 0.0 -0.059
C 6.504 -2.019 1.118 0.0 0.0 0.0 -0.030
C 7.169 -1.403 0.067 0.0 0.0 0.0 -0.015
C 6.637 -0.270 -0.542 0.0 0.0 0.0 -0.036
C 5.437 0.250 -0.096 0.0 0.0 0.0 -0.076
C 3.595 2.010 2.150 0.0 0.0 0.0 -0.296
C 2.592 2.981 2.188 0.0 0.0 0.0 -0.121
C 2.840 4.215 2.760 0.0 0.0 0.0 -0.060
C 4.095 4.485 3.299 0.0 0.0 0.0 -0.020
C 5.098 3.527 3.261 0.0 0.0 0.0 -0.022
C 4.854 2.288 2.686 0.0 0.0 0.0 -0.043
H 3.194 -0.694 3.695 0.0 0.0 0.0 0.089
H 2.490 -1.699 2.425 0.0 0.0 0.0 0.099
H -1.105 1.794 3.656 0.0 0.0 0.0 0.107
H -1.186 3.788 5.109 0.0 0.0 0.0 0.121
H 0.712 4.313 6.596 0.0 0.0 0.0 0.128
H 2.704 2.855 6.635 0.0 0.0 0.0 0.128
H 2.826 0.890 5.185 0.0 0.0 0.0 0.109
H 1.770 -1.665 5.643 0.0 0.0 0.0 0.113
H 0.826 -3.545 6.899 0.0 0.0 0.0 0.127
H -1.302 -4.573 6.192 0.0 0.0 0.0 0.130
H -2.491 -3.730 4.201 0.0 0.0 0.0 0.122
H -1.552 -1.859 2.897 0.0 0.0 0.0 0.087
H 4.796 -1.998 2.393 0.0 0.0 0.0 0.105
H 6.928 -2.894 1.592 0.0 0.0 0.0 0.128
H 8.114 -1.802 -0.277 0.0 0.0 0.0 0.131
H 7.170 0.208 -1.352 0.0 0.0 0.0 0.124
H 5.037 1.150 -0.551 0.0 0.0 0.0 0.108
H 1.597 2.765 1.807 0.0 0.0 0.0 0.061
H 2.059 4.963 2.801 0.0 0.0 0.0 0.118
H 4.291 5.449 3.751 0.0 0.0 0.0 0.129
H 6.074 3.745 3.673 0.0 0.0 0.0 0.130
H 5.644 1.547 2.650 0.0 0.0 0.0 0.121
C 0.284 7.623 -0.104 0.0 0.0 0.0 -0.019
C 1.301 6.679 -0.014 0.0 0.0 0.0 -0.040
C 1.000 5.327 -0.040 0.0 0.0 0.0 -0.120
C -0.328 4.935 -0.178 0.0 0.0 0.0 -0.381
C -1.356 5.870 -0.259 0.0 0.0 0.0 -0.090
C -1.039 7.220 -0.221 0.0 0.0 0.0 -0.031
As -0.779 3.055 -0.157 0.1 0.0 -0.3 1.335
C 0.349 2.313 -1.654 -0.3 0.4 -0.3 -0.366
C 1.721 2.372 -1.762 0.1 -0.2 -0.1 -0.066
C 2.347 2.222 -3.026 0.0 0.0 0.1 0.046
C 1.598 2.048 -4.180 0.0 0.0 0.0 0.020
C 0.215 2.064 -4.112 -0.1 0.0 0.1 0.072
C -0.433 2.240 -2.866 0.1 0.0 0.0 -0.158
C -1.816 2.530 -2.735 -0.1 0.0 0.1 -0.154
C -2.762 2.507 -3.803 0.1 0.0 0.1 0.037
C -4.070 2.834 -3.560 0.0 0.0 0.1 0.003
C -4.475 3.184 -2.258 0.0 0.0 0.0 0.056
C -3.560 3.222 -1.185 0.0 0.0 0.0 -0.043
C -2.246 2.922 -1.421 0.0 0.0 0.0 -0.299
H 0.524 8.677 -0.080 0.0 0.0 0.0 0.131
H 2.331 6.999 0.076 0.0 0.0 0.0 0.125
H 1.801 4.602 0.044 0.0 0.0 0.0 0.079
H -2.392 5.573 -0.352 0.0 0.0 0.0 0.096
H -1.828 7.957 -0.286 0.0 0.0 0.0 0.129
H 2.347 2.506 -0.890 0.0 0.0 0.0 0.091
H 3.427 2.260 -3.086 0.0 0.0 0.0 0.138
H 2.092 1.940 -5.137 0.0 0.0 0.0 0.143
H -0.360 1.998 -5.026 0.0 0.0 0.0 0.133
H -2.453 2.238 -4.804 0.0 0.0 0.0 0.130
H -4.796 2.835 -4.362 0.0 0.0 0.0 0.140
H -5.512 3.440 -2.077 0.0 0.0 0.0 0.144
H -3.914 3.509 -0.203 0.0 0.0 0.0 0.132
C -0.077 -3.051 -1.936 0.0 0.0 0.0 0.026
N -1.178 -2.227 -2.450 0.1 0.1 0.0 -0.094
C -1.805 -2.437 -3.658 0.0 0.0 0.0 0.016
C -2.819 -1.544 -3.751 0.0 0.0 0.0 -0.003
N -2.779 -0.796 -2.597 0.0 -0.1 0.1 0.098
C -1.779 -1.220 -1.805 0.0 0.0 0.0 -0.653
S -1.501 -0.756 -0.146 -0.1 0.1 -0.1 0.739
H 0.454 -3.476 -2.783 0.0 0.0 0.0 0.112
H -0.479 -3.849 -1.316 0.0 0.0 0.0 0.119
H 0.598 -2.432 -1.354 0.0 0.0 0.0 0.075
H -1.490 -3.211 -4.337 0.0 0.0 0.0 0.154
H -3.560 -1.399 -4.517 0.0 0.0 0.0 0.146
H -3.467 -0.115 -2.313 0.0 0.0 0.0 0.160
```
Positions in Å, forces in eV/Å.

Its expectation value of S² is 6.07. The calculation puts the energy relative to the best compared isomer or geometry (same formula, charge and spin) at 0.0 kJ/mol. As for the charge: +4. As for the HOMO-LUMO gap (spin up / spin down): 5.8 / 3.8 eV. The calculation puts the maximum force at 0.7 eV/Å. Its spin multiplicity is 5.